A single C18H22ClF2N3O4 molecule. Source: the Open Molecules 2025 dataset; level of theory: ωB97M-V/def2-TZVPD.

Output
* HOMO energy: -9.165 eV

CARTESIAN COORDINATES (ANGSTROEM)
Cl: -2.92816 8.21993 -2.74708
F: 1.46679 -6.24064 -2.55307
F: 2.55194 -5.75891 -0.70681
O: -1.79175 -3.34772 -0.26988
O: 1.63657 -3.49723 0.68894
O: -1.77211 3.60224 0.44507
O: -0.17730 2.03027 2.02601
N: -0.54148 -1.65372 0.54120
N: -1.38865 6.47468 -1.57903
N: 1.58517 2.39053 0.63121
C: 2.49244 1.42086 1.22579
C: -2.25017 4.64771 -0.27459
C: 0.52845 -4.59287 -1.17034
C: -0.41316 3.66893 0.34064
C: 0.33132 2.61513 1.08893
C: 0.38973 -4.01872 0.24954
C: 0.67888 -0.99427 1.00789
C: -3.57005 5.00557 -0.48327
C: -3.75834 6.12917 -1.26199
C: -0.71638 -2.93965 0.15830
C: 1.28681 -5.88823 -1.25100
C: -0.00120 4.72138 -0.40218
C: -1.67008 -0.74275 0.37663
C: 1.57037 -0.55345 -0.14779
C: -1.20525 5.38368 -0.82563
C: 2.79063 0.25640 0.28538
C: -0.10470 -5.06661 1.25123
C: -2.63995 6.80920 -1.77194
H: 0.96554 0.04216 -0.84032
H: 3.42443 1.92325 1.49470
H: -0.31572 -4.59129 2.20892
H: 3.31026 0.62797 -0.60260
H: 0.67013 -5.81756 1.41565
H: 0.81100 -6.72483 -0.73993
H: -4.39495 4.44630 -0.06454
H: -1.90079 -0.26496 1.32951
H: 1.02728 -3.86279 -1.81242
H: 2.30657 -4.16835 0.51550
H: 3.49954 -0.40064 0.79879
H: 1.88395 2.87842 -0.19638
H: -1.01500 -5.54804 0.89905
H: -1.42002 0.04166 -0.34299
H: -4.74916 6.49525 -1.48486
H: 1.22518 -1.63360 1.69403
H: -0.46600 -4.77639 -1.57571
H: 1.90746 -1.43272 -0.69783
H: 2.03010 1.08152 2.15032
H: -2.53225 -1.29266 0.01793
H: 0.34061 -0.12605 1.57203
H: 1.01149 5.02246 -0.61103



2 unconnected molecules or ions with the total composition C31H37N2O4. Source: the Open Molecules 2025 dataset; level of theory: ωB97M-V/def2-TZVPD.

Output
* HOMO energy: -10.036 eV
* total charge: +1

CARTESIAN COORDINATES (ANGSTROEM)
O: 2.70477 -3.16322 0.64478
O: 4.40591 -2.43864 -0.66065
O: -1.93137 -3.33366 -1.73178
O: -1.93872 -3.39232 -3.99749
N: 2.17541 -3.47989 -3.99068
N: 1.68139 3.19218 1.91596
C: 3.25228 -2.81687 -0.53500
C: 2.51942 0.01217 0.62197
C: -0.42340 3.37788 1.13852
C: 2.30627 -2.90491 -1.69784
C: -1.33723 -3.30097 -2.93652
C: -4.50456 1.94460 0.20590
C: 2.94198 -3.10483 3.02269
C: -2.75264 1.14039 -1.28616
C: 0.13603 -3.17170 -2.83780
C: 2.96655 1.87669 -1.02884
C: 3.98210 1.91409 1.26742
C: -5.83517 2.59476 0.45370
C: 0.81141 -2.76264 -1.55365
C: -2.43327 1.10975 1.11460
C: 0.20967 2.20126 0.49562
C: 0.80118 -3.46170 -3.97933
C: -1.04227 5.56801 2.79512
C: -3.72871 1.54852 1.30849
C: 2.75361 1.50575 0.44544
C: 2.90698 -3.21199 -2.86142
C: -4.02141 1.68431 -1.08774
C: -3.25638 -3.91672 -1.86707
C: -1.84337 1.10194 -0.18830
C: 1.55360 2.25176 0.95248
C: -1.90296 5.18783 1.75648
C: -3.95601 -3.69912 -0.55763
C: 0.48275 3.87475 2.08751
C: -0.41005 1.21131 -0.30244
C: 3.69975 -3.10914 1.72581
C: 0.19666 4.92427 2.96189
C: -1.59345 4.10543 0.92062
H: 4.86232 1.37049 0.89795
H: -1.33057 6.37881 3.46357
H: 0.31601 -3.67833 -4.93354
H: -2.42209 0.84072 -2.28600
H: -3.36112 -4.07492 0.28465
H: 2.39023 -2.16482 3.14858
H: 3.65689 -3.17464 3.84507
H: 4.31426 -2.19992 1.62844
H: 2.21318 -0.20317 1.66226
H: -2.83605 5.73800 1.60403
H: 2.08552 1.64663 -1.64375
H: -4.90902 -4.22874 -0.58797
H: 2.65530 -3.77170 -4.83596
H: 3.84404 1.65086 2.32603
H: 4.18328 2.98954 1.16741
H: -3.11362 -4.98910 -2.08214
H: -3.79454 -3.43390 -2.69582
H: -4.17215 -2.63571 -0.40126
H: 3.99124 -3.26363 -2.97125
H: -4.14224 1.63525 2.32058
H: 3.44829 -0.54540 0.40751
H: -5.72512 3.53318 1.01646
H: 3.15259 2.95807 -1.10195
H: 3.83953 1.34589 -1.44101
H: -4.67546 1.91314 -1.93518
H: 0.46990 -1.67925 -1.23392
H: 2.53049 3.38739 2.43741
H: 1.72289 -0.36816 -0.03755
H: -6.34990 2.82197 -0.48339
H: -2.24568 3.83777 0.09648
H: -6.49418 1.95552 1.05257
H: 0.90868 5.21347 3.73057
H: 4.34377 -3.99663 1.63523
H: 2.23750 -3.94132 3.09903
H: 0.51556 -3.46250 -0.75535
H: 0.14075 0.72794 -1.10481
H: -1.82724 0.80790 1.97236



A single C5H9NO molecule. Source: the Open Molecules 2025 dataset; level of theory: ωB97M-V/def2-TZVPD.

Output
* HOMO energy: -9.235 eV

CARTESIAN COORDINATES (ANGSTROEM)
O: 1.13829 -1.26409 -0.34472
N: -0.28039 0.37976 1.65839
C: 2.33668 -0.52289 -0.53933
C: 1.02188 0.14392 -0.55392
C: -1.99601 -0.40196 -0.12345
C: -1.24565 0.69089 0.60328
C: 0.21362 0.95528 0.41588
H: -2.80057 -0.79554 0.50964
H: 0.81136 0.39223 -1.60033
H: -0.07795 -0.61965 1.64460
H: -1.34003 -1.23309 -0.39824
H: 2.73185 -0.56153 -1.55515
H: 3.26546 -0.69236 -0.01901
H: -2.45838 -0.01287 -1.03807
H: -1.86871 1.55328 0.85388
H: 0.54856 1.98861 0.48654



A molecular structure, C44H43I2N4O5SW. Source: the Open Molecules 2025 dataset; level of theory: ωB97M-V/def2-TZVPD.

Output
* HOMO energy: -4.516 eV
* total charge: -1

CARTESIAN COORDINATES (ANGSTROEM)
W: -0.22806 -1.47956 -0.26393
I: -7.32893 -3.16750 0.86666
I: -2.40512 -6.32511 -0.39054
S: -0.41344 2.03276 -2.94367
O: -0.42065 -2.34956 1.63737
O: 0.07893 -2.72511 4.41773
O: -0.40212 -1.11642 -2.27513
O: 0.55744 1.80415 -4.04353
O: -1.32570 -3.29643 -0.75096
N: 1.65129 -2.11509 -2.45850
N: 1.63059 -1.93285 -1.06797
N: -2.40758 -0.99612 -0.24542
N: 0.33673 -0.02295 0.57521
C: 0.33415 3.23209 -1.83798
C: 1.34832 -3.00663 -0.27022
C: -1.44995 1.02930 2.64349
C: 2.19145 1.23287 1.43841
C: -0.82969 -1.43635 -5.01561
C: 2.30072 5.88475 0.89211
C: -1.16644 -3.39921 4.28318
C: 0.74399 -2.82938 2.07693
C: 0.60091 -1.60832 -2.99446
C: -0.18645 3.42611 -0.56742
C: -1.65691 3.15309 -3.62631
C: 3.09644 0.49365 0.47747
C: -1.00295 -1.45143 -6.39204
C: -3.21213 -2.08325 -0.11174
C: -2.93106 0.20674 -0.19803
C: -5.30090 -3.18598 0.36696
C: 2.67139 2.20107 2.30641
C: -4.66347 -4.38977 0.22512
C: 1.00859 -3.02356 3.44407
C: 1.84011 2.82227 3.23021
C: 0.43692 4.30145 0.30388
C: 1.35510 -1.79782 -6.68259
C: 0.43562 -1.60976 -4.46647
C: 1.76661 -3.13676 1.15761
C: 3.25302 -3.77035 2.93734
C: -4.58270 -1.97586 0.18342
C: 0.51287 2.44166 3.30875
C: 1.52915 -1.78687 -5.30850
C: -2.54109 -3.33533 -0.34440
C: 1.58963 4.98440 -0.07974
C: 0.08845 -1.63104 -7.22952
C: 1.48228 3.88983 -2.23629
C: -3.30669 -4.47277 -0.13047
C: -2.44154 2.18026 2.46301
C: 4.55493 0.45476 0.92396
C: 2.98159 1.03836 -0.94563
C: -0.01539 1.47706 2.45604
C: 2.25156 -3.47710 3.85525
C: -5.11205 -0.66866 0.24645
C: -1.64347 0.37259 4.01287
C: 2.99522 -3.62127 1.58151
C: -4.29920 0.41020 0.03115
C: 2.09640 4.77099 -1.35716
C: 0.81825 0.89798 1.48091
H: -2.23990 1.03055 -0.31857
H: -1.15679 4.01935 -4.05695
H: -0.89493 -0.40067 4.18136
H: -2.63196 -0.09100 4.07392
H: -0.12713 2.88578 4.06410
H: 2.41659 -3.59169 4.92007
H: -5.21375 -5.30881 0.37602
H: 3.72229 2.46275 2.27717
H: -1.74575 -3.15119 5.17183
H: -2.34074 2.65485 1.48352
H: 1.95474 0.97193 -1.30516
H: 1.06165 -3.93010 -0.77442
H: 0.04851 4.42665 1.30749
H: 3.00167 5.28423 -1.66244
H: 1.89148 3.68058 -3.21714
H: 4.21749 -4.12159 3.28166
H: 2.73505 -0.53584 0.44129
H: -1.99297 -1.32098 -6.81226
H: -1.66917 -1.29080 -4.34882
H: -1.06342 2.87571 -0.24540
H: -6.16460 -0.53180 0.45790
H: 2.23461 3.57479 3.90311
H: 3.60275 0.45317 -1.62659
H: -3.46983 1.82486 2.56697
H: 1.59316 6.42844 1.51897
H: 2.50831 -1.90957 -4.86604
H: -1.01142 -4.48255 4.24383
H: 2.93682 5.29305 1.55362
H: -2.34716 3.45316 -2.83724
H: 2.92985 6.60842 0.37307
H: -1.64988 0.26331 1.89581
H: 2.21180 -1.92954 -7.33224
H: 5.10841 -0.23625 0.28540
H: 4.64839 0.11132 1.95617
H: -4.68660 1.41890 0.06312
H: -1.56897 1.11088 4.81685
H: -2.27887 2.95339 3.21827
H: 3.75311 -3.85897 0.84391
H: 5.03794 1.43310 0.84034
H: 3.30073 2.08363 -0.98564
H: -1.69540 -3.08197 3.38484
H: -2.18609 2.59295 -4.39638
H: -0.04501 -1.63668 -8.30453



Maximum force? In order: 0.28 2.06 2.05 0.74 eV/Å.
Kohn-Sham gap? In order: 8.993 5.283 10.318 6.182 eV.
ΔE to the lowest compared entry with this formula, charge and spin? In order: 5.8 13.6 83.9 0.0 kcal/mol.